(1)
{"formula": "C20H75N5O15", "method": "wB97M-V/def2-TZVPD", "gap_ev": [2.5, 8.1], "total_charge": -1, "homo_energy_ev": [-0.61, -6.18], "spin_multiplicity": 2, "symbols": ["O", "H", "H", "O", "H", "H", "O", "H", "H", "O", "H", "H", "O", "H", "H", "O", "H", "H", "O", "H", "H", "O", "H", "H", "O", "H", "H", "O", "H", "H", "C", "C", "C", "O", "C", "N", "H", "H", "H", "H", "H", "H", "H", "H", "H", "H", "H", "C", "C", "C", "O", "C", "N", "H", "H", "H", "H", "H", "H", "H", "H", "H", "H", "H", "C", "C", "C", "O", "C", "N", "H", "H", "H", "H", "H", "H", "H", "H", "H", "H", "H", "C", "C", "C", "O", "C", "N", "H", "H", "H", "H", "H", "H", "H", "H", "H", "H", "H", "C", "C", "C", "O", "C", "N", "H", "H", "H", "H", "H", "H", "H", "H", "H", "H", "H"], "coordinates": [[0.137, -19.338, -10.844], [-0.812, -19.237, -10.912], [0.450, -19.280, -11.747], [-3.870, -25.536, -13.262], [-3.833, -25.317, -12.331], [-3.413, -24.816, -13.696], [-3.635, -22.325, -9.493], [-4.291, -22.635, -8.869], [-2.980, -21.883, -8.954], [-2.728, -23.083, -13.870], [-3.316, -22.645, -13.255], [-2.167, -22.384, -14.206], [-0.157, -25.767, -9.154], [0.049, -25.014, -9.707], [-0.934, -25.499, -8.663], [0.336, -22.987, -16.133], [-0.019, -22.192, -16.530], [-0.113, -23.055, -15.290], [2.038, -28.480, -9.376], [2.569, -29.263, -9.519], [1.600, -28.330, -10.213], [-3.444, -24.592, -10.732], [-3.615, -23.725, -10.361], [-3.150, -25.117, -9.988], [-2.659, -28.130, -13.433], [-2.962, -27.222, -13.416], [-2.077, -28.204, -12.677], [4.134, -25.829, -14.828], [3.656, -26.364, -15.463], [3.923, -24.927, -15.068], [6.099, -27.775, -11.690], [4.807, -26.958, -11.470], [5.011, -25.410, -11.357], [5.767, -25.057, -10.209], [5.214, -25.412, -8.951], [3.880, -27.283, -12.552], [5.989, -28.839, -11.483], [6.924, -27.514, -11.027], [6.512, -27.695, -12.695], [4.310, -27.319, -10.570], [4.026, -24.948, -11.288], [5.499, -25.019, -12.250], [5.759, -24.851, -8.192], [5.377, -26.485, -8.855], [4.132, -25.288, -8.920], [2.984, -26.945, -12.231], [4.091, -26.719, -13.363], [2.658, -21.718, -13.858], [3.582, -22.078, -15.012], [5.089, -22.233, -14.536], [6.062, -22.490, -15.606], [7.402, -22.383, -15.174], [3.154, -23.360, -15.626], [3.130, -20.904, -13.308], [2.514, -22.600, -13.234], [1.672, -21.377, -14.173], [3.606, -21.329, -15.804], [5.112, -23.113, -13.894], [5.425, -21.381, -13.945], [7.634, -23.269, -14.583], [7.488, -21.474, -14.578], [8.030, -22.416, -16.064], [2.156, -23.262, -15.750], [3.607, -23.360, -16.529], [-1.240, -29.895, -9.836], [-2.304, -28.843, -10.218], [-3.122, -28.437, -8.991], [-3.930, -27.361, -9.345], [-5.310, -27.399, -8.955], [-1.740, -27.638, -10.777], [-0.572, -29.284, -9.230], [-0.615, -30.166, -10.687], [-1.589, -30.714, -9.207], [-2.841, -29.434, -10.960], [-2.610, -28.014, -8.126], [-3.666, -29.321, -8.658], [-5.526, -27.420, -7.887], [-5.825, -28.123, -9.587], [-5.792, -26.449, -9.184], [-2.519, -26.996, -10.804], [-1.133, -27.135, -10.145], [-0.561, -31.360, -13.947], [0.917, -30.911, -14.041], [1.030, -29.776, -15.082], [0.951, -30.288, -16.359], [1.294, -29.426, -17.453], [1.371, -30.496, -12.674], [-0.769, -32.148, -13.223], [-0.939, -31.758, -14.888], [-1.142, -30.462, -13.735], [1.527, -31.763, -14.341], [1.911, -29.177, -14.849], [0.239, -29.031, -14.995], [0.735, -28.498, -17.338], [1.120, -30.007, -18.359], [2.351, -29.160, -17.457], [1.059, -29.545, -12.543], [2.370, -30.350, -12.660], [0.820, -26.277, -14.027], [1.033, -25.812, -12.595], [0.015, -24.680, -12.344], [0.342, -24.108, -11.093], [-0.312, -22.807, -11.012], [0.961, -26.963, -11.732], [1.155, -25.487, -14.699], [-0.248, -26.479, -14.110], [1.499, -27.105, -14.230], [2.031, -25.373, -12.591], [-0.970, -25.136, -12.237], [0.028, -23.872, -13.076], [0.142, -21.972, -11.545], [-0.388, -22.586, -9.947], [-1.324, -22.836, -11.417], [0.895, -26.633, -10.779], [0.095, -27.448, -11.918]], "forces_ev_per_a": [[0.30, 0.01, 0.48], [-0.41, -0.01, -0.10], [0.07, -0.03, -0.41], [-0.33, -0.92, -0.52], [0.04, 0.27, 0.56], [0.29, 0.43, -0.26], [-0.28, 0.34, -0.01], [-0.43, 0.02, 0.35], [0.45, 0.26, 0.07], [-0.10, -0.76, -0.07], [-0.32, 0.36, 0.39], [0.46, 0.68, -0.31], [-0.26, -0.82, 1.11], [0.29, 0.79, -0.91], [-0.14, 0.01, 0.31], [0.34, -0.36, -0.38], [-0.23, 0.39, -0.11], [-0.43, -0.01, 0.49], [0.12, 0.01, 0.60], [0.11, -0.22, -0.07], [0.00, 0.12, -0.54], [0.02, -0.91, -0.34], [0.22, 0.69, 0.01], [-0.03, -0.38, 0.20], [0.12, -0.96, -0.65], [-0.44, 0.78, -0.02], [0.23, 0.20, 0.38], [0.68, -0.81, -0.25], [-0.10, -0.19, -0.15], [-0.56, 1.21, -0.20], [0.51, 0.19, 0.55], [0.48, -0.22, -0.72], [-0.09, -1.45, 0.84], [0.46, 0.93, -0.27], [0.26, -0.82, -1.11], [-0.03, -0.07, 0.67], [-0.60, -0.07, -0.19], [-0.03, 0.54, 0.23], [-0.32, 0.20, -0.20], [0.17, 0.12, 0.26], [-0.34, 0.08, -0.04], [0.27, 0.00, 0.11], [-0.26, -0.05, -0.01], [0.07, -0.14, 0.67], [-0.13, 0.47, 0.13], [-0.29, -0.52, -0.12], [0.21, -0.06, -0.11], [0.62, 0.14, -0.21], [1.73, -0.69, -0.40], [-0.19, -0.80, -0.52], [-1.76, 0.69, 0.08], [-0.92, -0.58, 0.04], [0.81, 0.87, 0.57], [-0.18, -0.06, 0.37], [0.12, 0.06, 0.26], [0.05, -0.04, -0.24], [-0.22, 0.51, 0.14], [-0.02, -0.11, 0.34], [-0.09, 0.31, -0.07], [0.30, 0.04, 0.39], [0.58, 0.10, -0.03], [0.02, 0.37, 0.10], [-0.30, -0.29, -0.49], [-0.21, -0.33, -0.39], [0.88, 2.16, 0.67], [0.78, -1.27, 1.15], [-0.34, -0.97, 0.10], [-2.26, 1.29, -0.06], [0.19, 0.73, -0.82], [-0.18, -0.09, -0.81], [0.52, -0.41, 0.50], [-0.38, -0.51, -0.10], [-0.16, -0.10, -0.43], [-1.09, 0.92, -0.16], [1.18, -0.76, 0.01], [-0.49, 0.01, 0.18], [0.50, -0.99, 0.26], [-0.16, -0.43, 0.55], [0.49, 0.30, -0.62], [-0.31, 0.19, -0.74], [0.62, -0.42, 0.47], [0.29, 0.17, -0.34], [-0.78, -0.02, 0.65], [-0.11, 0.53, 0.97], [0.72, -0.91, -1.75], [-0.01, -0.46, 1.27], [-0.31, 0.04, -0.82], [0.34, 0.23, 0.33], [0.21, 0.20, -0.28], [-0.29, -0.10, 0.23], [0.16, 0.12, -0.18], [0.81, -0.24, -0.38], [-0.58, 0.01, 0.57], [-0.30, 0.06, -0.55], [-0.41, 0.36, 0.02], [0.30, -0.03, 0.26], [-0.44, 0.37, 0.25], [0.43, -0.25, -0.23], [0.48, 0.48, 0.26], [-0.10, 0.97, -1.79], [0.80, -1.39, 0.86], [-0.32, 2.30, -0.06], [-0.35, -0.64, 0.74], [0.10, 0.28, 0.44], [-0.43, 0.14, -0.19], [0.07, -0.46, -0.65], [-0.47, -0.33, 0.04], [0.11, 0.16, 0.48], [-0.42, 0.16, -0.47], [0.01, -0.31, -0.43], [0.77, -0.32, 0.00], [0.14, 0.29, 0.00], [-0.16, -0.43, 0.05], [-0.07, -0.06, 0.29], [-0.35, -0.03, 0.05]], "lowdin_spin": [0.07, 0.03, 0.03, 0.02, 0.00, 0.01, 0.06, 0.01, 0.02, 0.16, 0.04, 0.09, 0.01, 0.00, 0.00, 0.09, 0.03, 0.03, 0.00, 0.00, 0.00, 0.03, 0.01, 0.00, 0.00, 0.00, 0.00, 0.00, 0.00, 0.00, 0.00, 0.00, 0.00, 0.00, 0.00, 0.00, 0.00, 0.00, 0.00, 0.00, 0.00, 0.00, 0.00, 0.00, 0.00, 0.00, 0.00, 0.03, 0.01, 0.00, 0.00, 0.00, 0.00, 0.00, 0.00, 0.03, 0.00, 0.00, 0.00, 0.00, 0.00, 0.00, 0.00, 0.00, 0.00, 0.00, 0.00, 0.01, 0.00, 0.00, 0.00, 0.00, 0.00, 0.00, 0.00, 0.00, 0.00, 0.00, 0.00, 0.00, 0.00, 0.00, 0.00, 0.00, 0.00, 0.00, 0.00, 0.00, 0.00, 0.00, 0.00, 0.00, 0.00, 0.00, 0.00, 0.00, 0.00, 0.00, 0.01, 0.00, 0.01, 0.01, 0.03, 0.00, 0.00, 0.00, 0.00, 0.00, 0.00, 0.01, 0.02, 0.01, 0.02, 0.00, 0.00]}

***

(2)
{"formula": "C20H46O10S4", "method": "wB97M-V/def2-TZVPD", "gap_ev": 8.8, "homo_energy_ev": -8.54, "spin_multiplicity": 1, "symbols": ["C", "C", "O", "O", "C", "C", "C", "C", "C", "O", "C", "O", "O", "C", "C", "C", "C", "O", "H", "H", "H", "H", "H", "H", "H", "H", "H", "H", "H", "H", "H", "H", "H", "H", "H", "H", "H", "H", "H", "H", "C", "S", "O", "C", "H", "H", "H", "H", "H", "H", "C", "S", "O", "C", "H", "H", "H", "H", "H", "H", "C", "S", "O", "C", "H", "H", "H", "H", "H", "H", "C", "S", "O", "C", "H", "H", "H", "H", "H", "H"], "coordinates": [[-3.837, -3.044, 3.874], [-2.473, -2.428, 4.072], [-1.454, -3.087, 3.974], [-2.448, -1.098, 4.378], [-2.143, -0.264, 3.250], [-3.368, 0.328, 2.597], [-3.033, 0.757, 1.160], [-2.940, -0.475, 0.259], [-4.188, -0.697, -0.563], [-3.968, -1.616, -1.636], [-3.919, -2.909, -1.257], [-4.723, -3.438, -0.489], [-2.937, -3.607, -1.862], [-1.635, -3.038, -1.630], [-0.540, -3.870, -2.240], [0.783, -3.238, -1.801], [2.000, -4.056, -2.121], [3.172, -3.425, -1.572], [-3.998, -3.757, 4.670], [-4.619, -2.302, 3.909], [-3.824, -3.554, 2.923], [-1.564, -0.826, 2.527], [-1.510, 0.534, 3.621], [-4.150, -0.422, 2.533], [-3.761, 1.164, 3.165], [-3.747, 1.484, 0.792], [-2.044, 1.210, 1.185], [-2.805, -1.351, 0.892], [-2.078, -0.453, -0.396], [-5.031, -1.016, 0.037], [-4.469, 0.240, -1.028], [-1.478, -3.006, -0.554], [-1.587, -2.035, -2.035], [-0.605, -4.905, -1.930], [-0.614, -3.804, -3.321], [0.869, -2.251, -2.244], [0.732, -3.113, -0.723], [2.156, -4.124, -3.194], [1.953, -5.043, -1.683], [2.991, -2.484, -1.561], [3.331, 1.737, -3.165], [1.794, 1.257, -2.379], [2.031, -0.066, -1.731], [0.889, 0.938, -3.898], [4.057, 1.940, -2.385], [3.688, 0.923, -3.797], [3.180, 2.638, -3.754], [1.411, 0.179, -4.481], [0.802, 1.864, -4.466], [-0.102, 0.580, -3.628], [3.750, -1.613, 3.803], [2.574, -0.833, 4.917], [3.308, -0.510, 6.169], [1.609, -2.312, 5.229], [4.482, -0.862, 3.514], [4.248, -2.435, 4.317], [3.227, -1.974, 2.917], [2.252, -3.089, 5.644], [1.151, -2.648, 4.300], [0.827, -2.059, 5.942], [-5.170, 5.748, -0.466], [-3.924, 4.504, -0.112], [-4.579, 3.179, -0.286], [-3.842, 4.810, 1.657], [-5.403, 5.690, -1.527], [-6.066, 5.545, 0.119], [-4.772, 6.735, -0.232], [-4.829, 4.671, 2.097], [-3.484, 5.824, 1.831], [-3.142, 4.096, 2.085], [7.239, 2.213, -2.900], [6.483, 3.842, -2.997], [5.388, 3.759, -4.001], [7.871, 4.646, -3.803], [6.516, 1.532, -2.457], [7.501, 1.872, -3.901], [8.124, 2.263, -2.267], [8.090, 4.139, -4.743], [8.737, 4.620, -3.142], [7.589, 5.678, -3.998]], "forces_ev_per_a": [[0.36, 0.52, 0.31], [1.00, -1.05, -0.09], [-1.07, 1.00, 0.05], [-0.17, -0.25, -0.07], [0.13, 0.36, 0.24], [-0.23, 0.02, -0.58], [0.35, -0.51, 0.51], [-0.20, -0.35, 0.14], [-0.42, 0.83, -0.08], [0.67, -0.57, 0.18], [-1.86, -1.37, 1.24], [1.75, 1.20, -1.52], [-0.29, 0.27, 0.13], [0.10, -0.25, -0.05], [0.19, 0.49, -0.23], [-0.65, -0.47, 0.10], [0.92, 0.77, 0.13], [-0.24, -0.43, 0.02], [-0.06, -0.33, 0.11], [-0.18, 0.15, -0.05], [-0.12, -0.26, -0.23], [0.21, -0.23, -0.11], [0.21, 0.12, 0.10], [-0.26, -0.16, 0.15], [-0.05, 0.12, 0.26], [-0.01, 0.08, -0.14], [0.10, 0.42, -0.10], [0.17, -0.26, 0.05], [0.16, 0.24, -0.25], [-0.15, -0.22, 0.17], [-0.07, 0.14, -0.28], [-0.04, 0.13, 0.23], [-0.08, 0.27, -0.03], [-0.09, -0.26, 0.08], [-0.10, -0.29, -0.27], [0.13, 0.26, -0.01], [0.19, 0.15, 0.28], [-0.21, -0.30, -0.33], [-0.08, -0.32, 0.01], [0.08, 0.41, 0.00], [-0.09, -0.11, -0.09], [0.04, 0.06, 0.00], [0.00, -0.18, -0.01], [-0.03, -0.04, -0.06], [-0.05, 0.04, 0.09], [-0.04, -0.03, 0.02], [0.04, 0.06, 0.02], [0.03, -0.01, 0.03], [0.00, 0.02, 0.01], [0.00, 0.01, 0.04], [0.06, -0.05, -0.07], [-0.06, -0.03, -0.01], [0.04, -0.01, 0.01], [0.00, -0.10, -0.03], [-0.01, 0.04, 0.02], [-0.02, 0.01, 0.05], [-0.01, 0.02, 0.00], [0.06, 0.06, 0.02], [-0.07, 0.02, 0.02], [-0.02, 0.05, -0.01], [-0.07, 0.07, 0.01], [0.03, 0.03, -0.02], [-0.10, 0.07, -0.06], [-0.02, 0.03, 0.08], [0.03, -0.03, -0.02], [0.02, -0.05, 0.02], [0.02, 0.00, -0.01], [-0.02, -0.02, -0.05], [0.02, 0.00, 0.00], [0.02, -0.02, -0.04], [0.04, -0.07, -0.05], [0.06, 0.06, 0.06], [0.07, 0.00, -0.07], [0.08, 0.01, -0.04], [-0.02, 0.02, 0.02], [-0.02, 0.04, -0.02], [-0.01, 0.01, 0.02], [-0.05, -0.02, 0.00], [-0.01, 0.01, 0.02], [-0.04, 0.00, 0.02]], "lowdin_charge": [0.03, -0.50, 0.10, -0.02, -0.18, -0.16, -0.18, -0.17, -0.15, 0.03, -0.56, 0.12, 0.04, -0.18, -0.16, -0.20, -0.25, -0.08, 0.09, 0.08, 0.09, 0.12, 0.13, 0.11, 0.11, 0.07, 0.12, 0.10, 0.11, 0.13, 0.13, 0.13, 0.12, 0.12, 0.12, 0.09, 0.12, 0.12, 0.12, 0.05, -0.28, 0.82, -0.56, -0.27, 0.03, 0.07, 0.05, 0.06, 0.06, 0.04, -0.27, 0.79, -0.56, -0.28, 0.05, 0.06, 0.05, 0.06, 0.04, 0.05, -0.27, 0.82, -0.56, -0.26, 0.05, 0.06, 0.05, 0.06, 0.05, 0.04, -0.26, 0.81, -0.56, -0.27, 0.04, 0.06, 0.06, 0.06, 0.05, 0.05]}